Version a
The following is a DFT calculation (the ωB97M-V functional and the def2-TZVPD basis) of 3 unconnected molecules or ions with the total composition C3H14N2O3.

For the HOMO energy, the calculation gives -0.309 Eh. The LUMO energy is 0.5 eV. As for the multiplicity: 1. Its SMILES is NCCNCO.O.O.

Geometry as XYZ:
```
22
C3H14N2O3 (the ωB97M-V functional and the def2-TZVPD basis)
N -1.51865 0.86173 -1.30379
C -0.22955 1.41584 -1.66732
C 0.94193 0.57991 -1.06811
N 0.51874 -0.91004 -1.04032
C 1.27014 -1.83396 -0.05557
O 0.42540 -1.95908 1.09321
H -1.77651 -0.11999 -1.49664
H -1.67978 1.03325 -0.29631
H -0.10043 2.44550 -1.31686
H -0.15957 1.17380 -2.83167
H 1.76444 0.80335 -1.63451
H 1.06419 0.75580 0.03846
H 0.06103 -1.15025 -1.92317
H 1.31554 -2.92779 -0.54691
H 2.26015 -1.31489 0.21411
H -0.32727 -1.27588 1.15736
O -1.56973 0.15983 1.36501
H -2.48336 -0.12281 1.43039
H -1.43710 0.20801 2.28303
O 0.39571 0.96839 2.56884
H 0.69252 0.53251 3.29846
H 0.57213 0.67676 1.73231
```

Atom charges from the Löwdin analysis, given in e for atoms 1 to 8: -0.05 -0.27 -0.19 -0.08 -0.24 -0.14 0.07 0.04

=====

Version b
The following is a DFT calculation (the ωB97M-V functional and the def2-TZVPD basis) of 4 unconnected molecules or ions with the total composition C3H14N2O3.

For the HOMO energy, the calculation gives -0.318 Eh. The LUMO energy is 0.1 eV. As for the multiplicity: 1. Its SMILES is CC/N=C\N.O.O.O.

Geometry as XYZ:
```
22
C3H14N2O3 (the ωB97M-V functional and the def2-TZVPD basis)
C 1.92745 0.89323 1.85001
C 0.65970 1.68076 2.18413
N 0.17427 2.39658 0.95074
C -0.87267 1.92668 0.23954
N -1.74882 0.86785 0.45600
H 1.98242 0.76542 0.73808
H 1.91337 -0.08570 2.32329
H 2.77320 1.48459 2.09812
H 1.01787 2.61681 2.73726
H -0.07177 1.18080 2.79058
H -1.15854 2.61993 -0.56233
H -2.42819 0.72329 -0.24266
H -1.53582 0.09024 1.06002
O -0.33744 -4.25504 -2.79750
H -0.90371 -3.88420 -3.54928
H -0.50386 -3.66973 -2.06672
O -0.66353 -2.63592 1.32519
H -0.56221 -2.59740 2.29174
H -0.96887 -3.67304 1.21776
O 0.79810 0.99238 -4.36666
H 0.50195 1.91511 -4.50619
H 0.00709 0.64739 -4.17111
```

Atom charges from the Löwdin analysis, given in e for atoms 1 to 8: -0.11 -0.30 -0.02 -0.26 0.09 0.08 0.06 0.05

=====

Stability, highest: version b

=====

Version a
The following is a DFT calculation (the ωB97M-V functional and the def2-TZVPD basis) of 2 unconnected molecules or ions with the total composition C4H11O.

As for the total charge: -1. For the HOMO energy, the calculation gives -0.071 Eh. The LUMO energy is 3.8 eV. As for the multiplicity: 1.

Geometry as XYZ:
```
16
C4H11O (the ωB97M-V functional and the def2-TZVPD basis)
C -0.33054 2.92145 -0.29982
O 0.82470 2.30951 -0.59556
H -0.56560 3.81270 -0.93770
H -0.42034 3.30062 0.75728
H -1.24955 2.26835 -0.40255
C 0.19357 -3.05242 0.12530
C -0.09238 -1.75233 0.86604
C -0.40797 -0.58202 -0.07378
H 0.42136 -3.88650 0.80555
H -0.64330 -3.37660 -0.50324
H 1.08047 -2.97107 -0.50849
H -0.89615 -1.92577 1.58216
H 0.80661 -1.50061 1.43959
H -1.03504 0.14948 0.44366
H -1.01672 -0.95597 -0.90065
H 0.48181 -0.03966 -0.38359
```

Atom charges from the Löwdin analysis, given in e for atoms 1 to 8: -0.54 -0.44 0.02 0.02 0.02 -0.16 -0.33 -0.13

=====

Version b
The following is a DFT calculation (the ωB97M-V functional and the def2-TZVPD basis) of 2 unconnected molecules or ions with the total composition C4H11O.

As for the total charge: -1. For the HOMO energy, the calculation gives -0.060 Eh. The LUMO energy is 2.9 eV. As for the multiplicity: 1.

Geometry as XYZ:
```
16
C4H11O (the ωB97M-V functional and the def2-TZVPD basis)
C -5.35296 -1.42296 0.35575
O -6.04106 -1.01202 1.42546
H -4.24030 -1.55190 0.46358
H -5.69241 -2.43128 -0.02900
H -5.41796 -0.74955 -0.54426
C 3.27096 -0.27343 0.14636
C 2.21282 0.43862 -0.70811
C 1.76781 1.73051 -0.04844
H 3.84118 0.45982 0.71598
H 3.96613 -0.84446 -0.46612
H 2.79644 -0.95872 0.84058
H 1.33874 -0.20057 -0.82682
H 2.60838 0.58993 -1.71411
H 0.93156 2.22232 -0.55857
H 1.45016 1.51863 0.96763
H 2.56049 2.48505 -0.01992
```

Atom charges from the Löwdin analysis, given in e for atoms 1 to 8: -0.57 -0.46 0.01 0.02 0.01 -0.13 -0.32 -0.14

=====

Stability, highest: version a

=====

Version a
The following is a DFT calculation (the ωB97M-V functional and the def2-TZVPD basis) of a gas-phase ion, C8H14N3O2S (charge +1).

As for the total charge: +1. For the HOMO energy, the calculation gives -0.440 Eh. The LUMO energy is -3.7 eV. As for the multiplicity: 1.

Geometry as XYZ:
```
28
C8H14N3O2S (the ωB97M-V functional and the def2-TZVPD basis)
C -0.36960 2.84926 -0.04377
C 1.40048 -1.60886 -0.15088
C -1.60293 -1.14855 -0.52424
C -2.55063 -0.08793 0.06006
C -0.45794 -0.59191 -1.45135
C -1.67854 0.66127 1.07730
C 0.47847 0.61349 0.27532
C 3.09073 -2.24300 1.32901
N 0.68444 -0.42690 -0.57685
N 0.56024 1.93344 -0.27992
N -0.23663 4.16225 -0.31478
O 1.29229 -2.65668 -0.70125
O 2.25032 -1.22579 0.80348
S -1.63099 2.42081 1.13921
H -1.16400 -1.74801 0.42515
H -2.25215 -1.88044 -1.13446
H -3.00662 0.34526 -0.82428
H -3.33352 -0.41049 0.76436
H -0.31461 -1.35480 -2.21320
H -0.93015 0.40377 -1.83815
H -1.51473 -0.01313 1.97372
H 1.00358 0.45396 1.31569
H 3.58847 -1.84533 2.25012
H 3.96209 -2.47877 0.56892
H 2.69464 -3.16962 1.43165
H 1.43611 2.39605 -0.46130
H 0.61562 4.30541 -0.84742
H -1.07881 4.70581 -0.48334
```

Atom charges from the Löwdin analysis, given in e for atoms 1 to 8: -0.57 -0.51 -0.19 -0.26 -0.11 -0.41 -0.15 -0.03

=====

Version b
The following is a DFT calculation (the ωB97M-V functional and the def2-TZVPD basis) of a molecular structure, C8H14N3O2S.

As for the total charge: +1. For the HOMO energy, the calculation gives -0.443 Eh. The LUMO energy is -3.1 eV. As for the multiplicity: 1.

Geometry as XYZ:
```
28
C8H14N3O2S (the ωB97M-V functional and the def2-TZVPD basis)
C -1.13499 -2.37480 0.17759
C -0.44773 -0.44704 0.92451
C -1.52724 -0.25297 0.12414
C 1.31602 1.29305 -0.12672
C 0.93186 -2.42571 1.64836
C 2.79794 0.56476 -1.93883
C -2.85256 1.43821 -1.71704
C 0.89680 1.01739 1.22541
N -2.03724 -1.51830 -0.28182
N -0.20219 -1.78896 0.88214
N 0.42908 2.10459 1.87593
O 0.73748 2.09453 -0.83540
O 2.40714 0.60187 -0.56602
S -2.30815 1.34021 -0.00018
H -1.27939 -3.48685 0.17146
H 0.82432 -1.85994 2.53248
H 0.74687 -3.46893 1.87266
H 1.86920 -2.42292 1.10849
H 2.92981 -0.50891 -2.27522
H 3.81677 1.02058 -2.01408
H 2.20206 1.41884 -2.46701
H -2.87337 2.53705 -1.78108
H -3.72263 0.84865 -1.86321
H -2.09334 1.12127 -2.40099
H 1.52427 0.49011 2.00837
H -2.89134 -1.81329 -0.72088
H 0.33358 1.91375 2.92954
H -0.39304 2.56375 1.50739
```

Atom charges from the Löwdin analysis, given in e for atoms 1 to 8: -0.09 -0.06 -0.49 -0.48 0.06 -0.04 -0.35 -0.17

=====

Stability, highest: version b